1.
ORCA calculation (the ωB97M-V functional and the def2-TZVPD basis) on 10 unconnected molecules or ions with the total composition C50H112Cl8 in a non-equilibrium geometry.

XYZ file:
```
170
Properties=species:S:1:pos:R:3:lowdin_charge:R:1
C -3.24 2.55 1.51 -2.023
Cl -1.87 3.58 2.02 0.530
Cl -2.66 0.93 1.26 0.629
Cl -4.43 2.60 2.81 0.528
Cl -4.12 3.11 0.09 0.542
C 2.26 5.05 -3.94 -1.971
Cl 2.69 6.64 -4.43 0.586
Cl 1.52 4.14 -5.30 0.529
Cl 3.62 4.21 -3.15 0.593
Cl 0.89 5.17 -2.75 0.498
C -2.32 -0.75 6.96 -0.125
C -2.22 -0.73 5.46 -0.293
C -1.16 0.19 4.90 -0.244
C 0.24 -0.19 5.34 -0.221
C 1.19 0.90 4.95 -0.276
C 2.65 0.65 5.18 -0.098
H -2.30 0.30 7.34 0.081
H -1.58 -1.30 7.54 0.065
H -3.34 -1.11 7.26 0.083
H -2.03 -1.77 5.10 0.113
H -3.14 -0.41 4.98 0.096
H -1.41 1.23 5.19 0.123
H -1.36 0.11 3.83 0.079
H 0.23 -0.25 6.44 0.116
H 0.44 -1.19 5.00 0.092
H 1.09 1.30 3.95 0.080
H 0.87 1.77 5.57 0.123
H 3.26 1.51 5.03 0.052
H 2.89 0.42 6.14 0.036
H 3.06 -0.06 4.46 0.085
C 3.59 -3.20 -0.76 -0.100
C 4.70 -2.57 0.12 -0.258
C 5.81 -1.83 -0.64 -0.220
C 5.31 -0.67 -1.55 -0.219
C 6.44 -0.16 -2.41 -0.286
C 7.55 0.51 -1.68 -0.126
H 4.12 -3.56 -1.68 0.086
H 2.92 -2.48 -1.20 0.038
H 3.12 -4.10 -0.35 0.058
H 4.29 -1.83 0.82 0.087
H 5.22 -3.34 0.77 0.121
H 6.32 -2.59 -1.21 0.098
H 6.59 -1.44 0.04 0.108
H 4.52 -0.87 -2.20 0.072
H 5.00 0.06 -0.84 0.094
H 6.84 -1.06 -2.94 0.124
H 6.04 0.52 -3.17 0.102
H 7.98 -0.11 -0.88 0.071
H 8.36 0.63 -2.37 0.062
H 7.34 1.53 -1.31 0.084
C -9.42 -2.26 0.28 -0.115
C -8.18 -3.07 0.66 -0.276
C -7.05 -2.24 1.28 -0.222
C -5.63 -2.81 1.26 -0.229
C -4.47 -1.93 1.72 -0.319
C -3.16 -2.59 1.85 -0.121
H -10.20 -2.89 -0.05 0.049
H -9.34 -1.48 -0.51 0.087
H -9.73 -1.81 1.19 0.058
H -8.44 -3.91 1.28 0.100
H -7.80 -3.50 -0.26 0.095
H -7.25 -2.02 2.38 0.131
H -7.10 -1.27 0.69 0.122
H -5.67 -3.71 1.89 0.112
H -5.39 -3.22 0.27 0.105
H -4.44 -1.07 1.07 0.036
H -4.76 -1.50 2.71 0.119
H -3.20 -3.59 2.25 0.075
H -2.80 -2.80 0.86 0.047
H -2.38 -1.98 2.32 0.064
C -0.39 -3.64 -2.90 -0.104
C -1.37 -2.74 -2.11 -0.238
C -1.87 -1.54 -2.97 -0.210
C -2.73 -0.52 -2.26 -0.221
C -4.04 -1.03 -1.67 -0.256
C -4.98 -1.69 -2.70 -0.095
H 0.50 -3.14 -3.18 0.050
H -0.82 -3.93 -3.86 0.071
H -0.26 -4.60 -2.42 0.057
H -2.18 -3.34 -1.70 0.101
H -0.83 -2.42 -1.21 0.084
H -2.40 -1.91 -3.82 0.091
H -0.96 -1.05 -3.37 0.105
H -2.11 -0.14 -1.44 0.075
H -2.98 0.22 -3.00 0.090
H -3.89 -1.75 -0.85 0.068
H -4.64 -0.20 -1.16 0.118
H -5.24 -0.99 -3.46 0.058
H -4.57 -2.58 -3.24 0.084
H -5.93 -1.99 -2.27 0.051
C 2.29 3.98 2.55 -0.114
C 3.68 4.15 2.08 -0.302
C 3.90 4.94 0.81 -0.219
C 5.38 5.29 0.47 -0.191
C 5.57 5.99 -0.91 -0.282
C 4.73 7.26 -1.22 -0.109
H 1.92 4.84 3.10 0.079
H 2.44 3.16 3.31 0.072
H 1.58 3.66 1.77 0.068
H 4.29 4.62 2.87 0.121
H 4.11 3.18 1.91 0.100
H 3.32 5.88 0.87 0.116
H 3.49 4.46 -0.03 0.071
H 5.95 5.83 1.27 0.114
H 5.98 4.40 0.37 0.089
H 6.65 6.26 -1.07 0.111
H 5.35 5.27 -1.68 0.010
H 5.04 8.03 -0.56 0.050
H 4.96 7.59 -2.27 0.076
H 3.70 6.92 -1.04 0.053
C -2.69 4.89 -3.26 -0.146
C -2.70 3.46 -3.77 -0.314
C -2.78 3.36 -5.30 -0.226
C -2.79 1.87 -5.80 -0.219
C -2.41 1.89 -7.29 -0.269
C -2.41 0.49 -7.90 -0.126
H -1.85 5.48 -3.72 0.052
H -2.58 4.95 -2.15 0.055
H -3.70 5.40 -3.51 0.096
H -1.74 2.97 -3.45 0.109
H -3.51 2.85 -3.43 0.085
H -1.79 3.86 -5.67 0.124
H -3.69 3.87 -5.67 0.121
H -2.12 1.28 -5.19 0.089
H -3.82 1.48 -5.74 0.116
H -3.12 2.53 -7.89 0.124
H -1.42 2.33 -7.39 0.094
H -1.83 -0.24 -7.33 0.067
H -3.34 -0.07 -7.87 0.060
H -2.10 0.47 -8.93 0.059
C 0.79 -0.54 1.14 -0.104
C 1.00 0.93 0.93 -0.304
C 0.74 1.29 -0.51 -0.235
C 1.65 0.63 -1.59 -0.200
C 1.35 1.28 -2.95 -0.276
C 2.15 0.66 -4.12 -0.102
H 1.44 -1.12 0.44 0.066
H -0.18 -0.86 0.77 0.050
H 1.00 -0.87 2.17 0.075
H 0.28 1.55 1.51 0.063
H 1.98 1.29 1.19 0.094
H 0.92 2.39 -0.65 0.109
H -0.33 1.16 -0.70 0.082
H 2.72 0.74 -1.21 0.126
H 1.42 -0.48 -1.63 0.103
H 0.31 1.18 -3.20 0.078
H 1.44 2.42 -2.75 0.052
H 2.03 1.26 -5.06 0.046
H 3.19 0.66 -3.99 0.031
H 1.75 -0.34 -4.39 0.078
C 0.14 -4.85 0.59 -0.105
C 0.66 -4.32 1.91 -0.278
C 0.44 -5.04 3.21 -0.253
C 1.20 -4.49 4.38 -0.270
C 1.02 -5.18 5.66 -0.308
C 2.01 -4.77 6.70 -0.123
H 0.50 -4.20 -0.20 0.042
H -0.94 -4.96 0.57 0.063
H 0.45 -5.89 0.41 0.082
H 1.72 -4.06 1.72 0.105
H 0.33 -3.27 2.01 0.091
H 0.56 -6.12 3.15 0.113
H -0.63 -5.05 3.47 0.119
H 2.28 -4.56 4.04 0.139
H 0.91 -3.38 4.49 0.128
H -0.02 -5.14 6.07 0.126
H 1.22 -6.22 5.37 0.115
H 1.99 -5.33 7.62 0.065
H 3.01 -4.89 6.30 0.072
H 1.92 -3.73 7.03 0.075
```

- Orbital gap: 10.7 eV
- SMILES: ClC(Cl)(Cl)Cl.ClC(Cl)(Cl)Cl.CCCCCC.CCCCCC.CCCCCC.CCCCCC.CCCCCC.CCCCCC.CCCCCC.CCCCCC
- E_HOMO: -10.591 eV

---

2.
ORCA calculation (the ωB97M-V functional and the def2-TZVPD basis) on 9 unconnected molecules or ions with the total composition C50H123B2F8N6O8 in a non-equilibrium geometry.

XYZ file:
```
197
Properties=species:S:1:pos:R:3:lowdin_spin:R:1
C -6.49 -0.86 -1.68 0.000
C -6.00 0.31 -0.76 0.000
N -4.56 0.78 -1.16 0.000
C -3.57 -0.31 -0.74 0.001
C -4.48 0.90 -2.71 0.001
C -3.05 1.32 -3.28 0.006
C -4.05 2.10 -0.41 0.000
C -4.67 3.37 -0.92 0.000
O -6.09 3.43 -1.04 0.000
C -6.58 4.58 -1.67 0.000
H -5.75 -1.66 -1.73 0.000
H -6.83 -0.46 -2.64 0.000
H -7.47 -1.24 -1.37 0.000
H -6.02 -0.07 0.26 0.000
H -6.63 1.19 -0.88 0.000
H -3.35 -0.18 0.32 0.000
H -2.59 -0.13 -1.18 0.000
H -3.84 -1.34 -0.97 0.001
H -5.27 1.59 -3.01 0.000
H -4.80 0.02 -3.26 0.000
H -2.47 2.08 -2.75 0.001
H -3.09 1.40 -4.36 0.003
H -2.34 0.50 -3.21 0.003
H -2.97 2.04 -0.30 0.000
H -4.33 1.91 0.63 0.000
H -4.28 3.38 -1.93 0.000
H -4.28 4.32 -0.55 0.000
H -7.62 4.34 -1.88 0.000
H -6.27 4.76 -2.70 0.000
H -6.52 5.47 -1.03 0.000
C -4.05 -3.29 3.14 0.000
C -3.50 -4.71 2.74 0.001
N -1.99 -4.95 3.21 0.000
C -1.73 -6.42 2.78 0.002
C -0.94 -4.01 2.51 0.002
C -0.80 -4.07 0.91 0.009
C -1.82 -4.69 4.81 0.000
C -0.67 -5.44 5.46 0.000
O -0.85 -6.83 5.47 0.000
C 0.24 -7.50 6.12 0.000
H -3.34 -2.52 2.83 0.000
H -4.36 -2.99 4.15 0.000
H -4.93 -3.07 2.53 0.000
H -3.49 -5.07 1.71 0.001
H -4.07 -5.55 3.13 0.000
H -2.36 -6.98 3.46 0.000
H -0.73 -6.74 3.06 0.001
H -1.82 -6.51 1.70 0.001
H 0.05 -4.32 2.83 0.001
H -1.11 -2.99 2.86 0.000
H -0.02 -3.35 0.68 0.002
H -1.74 -3.96 0.36 0.002
H -0.26 -5.02 0.82 0.008
H -2.75 -5.09 5.21 0.000
H -1.68 -3.62 4.94 0.000
H -0.52 -5.08 6.47 0.000
H 0.28 -5.15 5.01 0.000
H 0.14 -8.59 6.16 0.000
H 0.15 -7.04 7.11 0.000
H 1.21 -7.23 5.71 0.000
C 0.57 7.70 0.69 0.000
C 0.61 6.18 0.29 0.001
N -0.49 5.35 1.07 0.000
C -0.19 3.89 0.57 0.004
C -0.22 5.40 2.61 0.001
C -1.22 4.51 3.37 0.000
C -1.96 5.67 0.63 0.000
C -2.15 5.92 -0.90 0.000
O -1.72 4.70 -1.58 0.001
C -1.50 4.91 -2.97 0.006
H 1.27 8.19 0.02 0.000
H 0.73 8.08 1.69 0.000
H -0.34 8.21 0.38 0.000
H 1.57 5.84 0.68 0.002
H 0.41 5.84 -0.72 0.000
H 0.14 3.78 -0.46 0.001
H -1.07 3.30 0.82 0.000
H 0.60 3.40 1.16 0.007
H -0.43 6.44 2.82 0.000
H 0.81 5.09 2.79 0.003
H -1.20 4.63 4.45 0.000
H -1.20 3.44 3.17 0.000
H -2.27 4.55 3.07 0.000
H -2.25 6.51 1.27 0.000
H -2.73 4.98 0.96 0.000
H -1.56 6.78 -1.21 0.000
H -3.13 6.13 -1.32 0.000
H -2.43 5.28 -3.41 0.000
H -1.40 3.95 -3.47 0.006
H -0.59 5.43 -3.26 0.001
C 2.68 -3.32 -3.73 0.081
C 1.28 -2.62 -3.36 0.021
N -0.11 -3.23 -3.66 0.002
C -0.28 -4.55 -2.77 0.019
C -1.10 -2.18 -3.26 0.005
C -2.54 -2.59 -3.49 0.004
C -0.26 -3.58 -5.17 0.007
C 0.18 -2.44 -6.17 0.013
O -0.96 -1.64 -6.23 0.006
C -0.97 -0.58 -7.24 0.017
H 2.81 -4.23 -3.15 0.023
H 3.57 -2.80 -3.39 0.051
H 2.83 -3.64 -4.77 0.009
H 1.24 -1.57 -3.66 0.009
H 1.25 -2.73 -2.28 0.010
H 0.60 -5.20 -2.78 0.011
H -1.09 -5.08 -3.28 0.003
H -0.48 -4.33 -1.72 0.002
H -0.98 -1.29 -3.88 0.005
H -0.91 -1.97 -2.21 0.001
H -2.95 -3.39 -2.88 0.002
H -3.06 -2.71 -4.44 0.001
H -3.18 -1.82 -3.08 0.000
H -1.30 -3.83 -5.32 0.001
H 0.43 -4.43 -5.18 0.004
H 0.37 -2.84 -7.16 0.002
H 1.01 -1.80 -5.88 0.008
H -1.77 0.11 -6.98 0.003
H -1.19 -1.10 -8.18 0.001
H -0.03 -0.05 -7.23 0.011
C 3.55 -3.77 4.35 0.002
C 4.40 -2.64 3.82 0.001
N 3.76 -1.67 2.71 0.003
C 3.30 -2.50 1.47 0.026
C 2.43 -0.93 3.12 0.003
C 2.62 -0.28 4.56 0.002
C 4.87 -0.62 2.43 0.013
C 5.84 -1.00 1.25 0.018
O 6.41 -2.33 1.56 0.007
C 7.33 -2.75 0.55 0.024
H 3.26 -4.39 3.51 0.002
H 2.65 -3.32 4.77 0.000
H 3.89 -4.32 5.23 0.000
H 5.22 -3.10 3.28 0.000
H 4.84 -1.98 4.56 0.000
H 4.05 -3.27 1.28 0.015
H 3.32 -1.84 0.60 0.014
H 2.28 -2.86 1.52 0.005
H 1.65 -1.69 3.24 0.000
H 2.23 -0.24 2.31 0.004
H 3.54 0.29 4.68 0.001
H 2.73 -1.04 5.33 0.000
H 1.87 0.46 4.84 0.000
H 5.38 -0.36 3.36 0.001
H 4.43 0.34 2.15 0.011
H 6.60 -0.23 1.33 0.003
H 5.38 -1.05 0.27 0.016
H 7.77 -1.82 0.20 0.005
H 6.83 -3.22 -0.30 0.021
H 8.15 -3.39 0.90 0.001
C 3.52 0.73 -4.41 0.066
C 4.40 1.63 -3.48 0.033
N 3.83 1.97 -2.11 0.005
C 3.77 0.68 -1.31 0.041
C 4.77 3.07 -1.53 0.010
C 6.17 2.55 -0.87 0.019
C 2.31 2.46 -2.25 0.010
C 2.09 3.79 -3.05 0.015
O 2.72 4.87 -2.33 0.002
C 2.59 6.11 -3.00 0.003
H 3.31 -0.15 -3.80 0.014
H 3.97 0.44 -5.36 0.014
H 2.53 1.15 -4.56 0.018
H 4.38 2.60 -3.98 0.005
H 5.44 1.36 -3.32 0.018
H 3.74 0.91 -0.24 0.011
H 4.74 0.17 -1.38 0.033
H 2.83 0.13 -1.31 0.007
H 4.18 3.49 -0.71 0.007
H 4.94 3.92 -2.20 0.002
H 6.19 1.63 -0.28 0.003
H 6.42 3.30 -0.12 0.003
H 6.98 2.61 -1.60 0.003
H 2.02 2.45 -1.20 0.003
H 1.94 1.52 -2.66 0.008
H 1.04 4.04 -3.16 0.003
H 2.47 3.63 -4.05 0.009
H 3.05 6.14 -3.99 0.001
H 3.08 6.78 -2.29 0.000
H 1.56 6.45 -2.96 0.000
B -3.87 2.21 3.25 0.000
F -2.85 1.30 2.92 0.000
F -3.81 2.59 4.60 0.000
F -3.85 3.26 2.38 0.000
F -5.11 1.73 3.00 0.000
B 0.29 -1.82 6.17 0.000
F 0.47 -0.47 6.60 0.000
F 0.14 -1.88 4.82 0.000
F 1.29 -2.69 6.56 0.000
F -0.83 -2.33 6.82 0.000
C -0.44 0.05 1.43 0.003
C 0.05 -0.20 0.01 0.004
O -0.22 0.66 -0.85 0.005
O 0.85 -1.12 -0.22 0.010
H -1.48 0.38 1.47 0.000
H 0.12 0.81 1.98 0.001
H -0.35 -0.84 2.05 0.000
```

- <S²>: 0.751
- Spin multiplicity: 2
- Orbital gap (spin up / spin down): 2.1 / 8.6 eV
- E_HOMO (spin up / spin down): -5.707 / -12.290 eV
- Net charge: +2